The following is a quantum chemistry calculation of an isolated ion of composition C2H9BN and charge +1, from OMol25.

The calculation puts the HOMO-LUMO gap at 11.24 eV. The value obtained for the total energy is -160.82910 Ha. Its energy above the lowest of the compared OMol25 structures with the same formula, charge and spin is 2.3123 eV. The total charge is +1. As for the HOMO energy: -16.027 eV.

CARTESIAN COORDINATES (ANGSTROEM)
B  1.6643  -0.4362  -0.0393
C  -0.0037  0.0110  0.4601
C  -0.2280  1.3773  -0.0540
N  -0.9338  -1.0477  0.0203
H  1.6329  -0.4114  -1.1984
H  2.9238  -0.7738  0.3369
H  -0.3357  0.0608  1.5065
H  0.6861  1.9233  0.4721
H  -1.1187  1.9483  0.0936
H  0.0173  1.5153  -1.1695
H  -1.9492  -0.7284  -0.0570
H  -1.2085  -1.6819  0.8775
H  -0.5387  -1.4385  -0.9115



The following is a quantum chemistry calculation of a 2-piece molecular cluster, C2H9BNO2 overall, from OMol25.

The calculation puts the HOMO-LUMO gap at 8.20 eV. The value obtained for the total energy is -311.39899 Ha. Its energy above the lowest of the compared OMol25 structures with the same formula, charge and spin is 4.4557 eV. The total charge is +1. As for the HOMO energy: -14.118 eV.

CARTESIAN COORDINATES (ANGSTROEM)
B  0.5414  0.2637  0.3709
C  0.5410  -2.5374  -0.2110
C  0.1217  -1.0254  -0.4721
N  -0.1791  -0.5303  -1.7942
O  -0.0247  0.5644  1.5435
O  -1.1658  3.6748  0.8518
H  0.8425  -3.1118  -1.1179
H  1.2731  -2.5238  0.5305
H  -0.3278  -3.0032  0.0678
H  1.5148  0.8413  0.0505
H  -0.0567  -1.2554  -2.5717
H  -0.6405  0.3378  -1.9667
H  -0.8803  4.7106  0.7282
H  -0.2965  -0.0820  2.1894
H  -1.2632  3.6767  1.8010



The following is a quantum chemistry calculation of a 3-piece molecular cluster, C2H9Cl2N2Si overall, from OMol25.

The calculation puts the HOMO-LUMO gap at 9.14 eV. The value obtained for the total energy is -1400.71908 Ha. Its energy above the lowest of the compared OMol25 structures with the same formula, charge and spin is 4.0449 eV. The total charge is +1. As for the HOMO energy: -13.585 eV.

CARTESIAN COORDINATES (ANGSTROEM)
C  -1.3836  -0.2077  -1.4249
C  -2.6852  0.7240  0.4304
N  0.9740  -0.4078  1.0338
N  -1.6763  0.0752  0.0232
Si  1.9135  0.9134  0.9238
Cl  3.9531  -1.9767  -0.5125
Cl  1.0551  2.2491  -0.2509
H  -0.2281  0.0572  -1.4458
H  -1.6259  -1.2451  -1.5881
H  -1.8137  0.6229  -2.1354
H  -2.9744  0.9971  1.4901
H  -3.3601  1.0672  -0.2542
H  1.4899  -1.2255  1.3823
H  4.0418  -2.6148  0.5341
H  -0.9635  -0.1734  0.6329
H  3.2837  1.1448  1.1612